Formula: C4H11NO3
Source: the Open Molecules 2025 dataset
Level of theory: ωB97M-V with the def2-TZVPD basis set

Cartesian coordinates (Å):
C 1.378 -0.412 -1.263
C 0.332 -1.014 -0.321
N 2.198 0.584 -0.567
O 0.813 -0.942 1.037
O -0.389 -1.938 -0.630
H 1.522 -0.257 1.017
H 1.817 1.515 -0.670
H 3.148 0.597 -0.916
H 2.012 -1.246 -1.571
H 0.861 -0.044 -2.156
C -2.089 -0.174 1.102
C -1.196 0.956 -0.134
O -1.371 -0.268 2.214
H -0.391 -0.563 1.928
H -2.082 -1.073 0.476
H -3.069 0.276 1.276
H -1.334 0.898 -1.216
H -1.905 1.733 0.172
H -0.255 1.371 0.220

M = 121.14 g mol⁻¹
structure (SMILES) = NCC(=O)O.CCO
relative energy (zero: lowest compared OMol25 entry of this formula, charge and spin) = 79.16 kcal/mol
electronic energy = -11956.6767 eV
HOMO = -8.8 eV
orbital gap = 9.26 eV

Formula: C4H11NO3
Source: the Open Molecules 2025 dataset
Level of theory: ωB97M-V with the def2-TZVPD basis set

Cartesian coordinates (Å):
C 0.465 -0.331 1.611
C 1.316 0.141 0.337
C 0.593 1.100 -0.605
O 2.443 0.761 0.755
C -0.847 -0.969 1.072
N -1.069 -2.332 1.376
O -1.415 -0.524 0.139
H 1.014 -0.997 2.090
H 0.342 0.450 2.366
H 1.634 -0.691 -0.289
H -0.101 1.738 -0.087
H 1.350 1.726 -1.284
H -0.160 0.546 -1.214
H 2.148 1.759 0.843
H -0.604 -2.606 2.172
H -1.837 -2.781 1.025
H -1.384 0.369 -3.765
H -2.375 1.432 -3.190
O -1.512 1.211 -3.353

M = 121.14 g mol⁻¹
structure (SMILES) = C[C@@H](O)CC(N)=O.O
relative energy (zero: lowest compared OMol25 entry of this formula, charge and spin) = 54.47 kcal/mol
electronic energy = -11957.7475 eV
HOMO = -9.8 eV
orbital gap = 10.64 eV

Formula: C4H11NO3
Source: the Open Molecules 2025 dataset
Level of theory: ωB97M-V with the def2-TZVPD basis set

Cartesian coordinates (Å):
C -0.558 0.922 0.050
C -1.748 1.869 0.152
C -1.034 -0.435 -0.638
N -1.634 -1.269 0.233
O -0.036 0.677 1.322
O -0.989 -0.620 -1.839
H 0.686 -0.001 1.217
H 0.199 1.344 -0.625
H -1.582 -1.068 1.218
H -2.064 -2.121 -0.089
H -1.424 2.788 0.634
H -2.131 2.095 -0.839
H -2.539 1.422 0.752
C 2.805 -0.766 -0.267
O 1.623 -1.273 0.324
H 1.069 -1.673 -0.382
H 3.452 -1.582 -0.599
H 2.582 -0.117 -1.122
H 3.321 -0.193 0.498

M = 121.14 g mol⁻¹
structure (SMILES) = C[C@@H](O)C(N)=O.CO
relative energy (zero: lowest compared OMol25 entry of this formula, charge and spin) = 21.22 kcal/mol
electronic energy = -11959.1894 eV
HOMO = -9.4 eV
orbital gap = 10.20 eV

Formula: C4H11NO3
Source: the Open Molecules 2025 dataset
Level of theory: ωB97M-V with the def2-TZVPD basis set

Cartesian coordinates (Å):
C 0.236 0.303 0.325
C -0.239 1.639 -0.244
C -0.991 2.361 0.855
O -2.165 2.585 0.806
N 0.419 -0.720 -0.769
C 1.568 -1.556 -0.575
O 2.846 -0.884 -0.671
H -0.533 -0.142 0.952
H 1.083 0.290 1.013
H 0.642 2.193 -0.567
H -0.956 1.472 -1.051
H -0.376 2.694 1.714
H 0.502 -0.204 -1.645
H 1.563 -2.369 -1.299
H 1.584 -1.909 0.459
H 2.797 -0.154 -1.317
H -1.716 -3.346 -0.040
H -1.334 -1.857 0.167
O -1.793 -2.605 0.565

M = 121.14 g mol⁻¹
structure (SMILES) = O=CCCNCO.O
relative energy (zero: lowest compared OMol25 entry of this formula, charge and spin) = 50.66 kcal/mol
electronic energy = -11957.9127 eV
HOMO = -10.1 eV
orbital gap = 10.61 eV

Formula: C4H11NO3S
Source: the Open Molecules 2025 dataset
Level of theory: ωB97M-V with the def2-TZVPD basis set

Cartesian coordinates (Å):
C -2.480 0.625 0.979
C -1.928 -1.783 -0.052
C 2.835 -0.337 1.145
C -2.198 -0.311 -0.060
N 0.764 1.161 0.005
O 2.583 0.105 -1.356
O 0.902 -1.339 -0.338
O 1.604 2.259 -0.221
S 1.698 -0.148 -0.262
H -2.542 0.083 1.918
H -1.746 1.388 1.213
H -3.413 1.156 0.757
H -2.025 -2.104 1.041
H -0.853 -1.996 -0.231
H -2.568 -2.197 -0.836
H 3.265 0.741 1.306
H 2.462 -0.959 2.033
H 3.632 -0.879 0.733
H -2.138 0.257 -0.975
H 2.315 2.150 -0.913

M = 153.20 g mol⁻¹
relative energy (zero: lowest compared OMol25 entry of this formula, charge and spin) = 160.14 kcal/mol
electronic energy = -22787.1497 eV
HOMO (alpha / beta) = -7.4 / -6.5 eV
orbital gap (alpha / beta) = 5.30 / 3.44 eV

Formula: C4H11NOS
Source: the Open Molecules 2025 dataset
Level of theory: ωB97M-V with the def2-TZVPD basis set

Cartesian coordinates (Å):
C 0.493 -1.229 -1.239
O -0.861 -1.102 -1.702
C 0.687 -0.076 -0.305
C -0.172 -0.261 0.981
C -0.835 1.035 1.372
S -2.218 1.440 0.136
N 2.164 0.104 0.108
H 0.692 -2.223 -0.834
H 1.057 -1.134 -2.182
H -1.244 -1.900 -2.072
H 0.507 0.857 -0.824
H -0.863 -1.053 0.698
H 0.522 -0.649 1.709
H -0.188 1.866 1.074
H -1.229 1.250 2.364
H -3.197 1.746 1.022
H 2.485 0.305 -0.843
H 2.199 1.026 0.538

M = 121.20 g mol⁻¹
structure (SMILES) = N[C@@H](CO)CCS
relative energy (zero: lowest compared OMol25 entry of this formula, charge and spin) = 42.92 kcal/mol
electronic energy = -18698.0573 eV
HOMO = -8.8 eV
orbital gap = 9.67 eV